No. 1
41
Properties=species:S:1:pos:R:3:forces:R:3 method="wB97M-V/def2-TZVPD" de_lowest_ev=12.3617 homo_ev="-6.035 / -12.997" total_charge=+1 gap_ev="3.16 / 9.85" s2=3.754 multiplicity=4 e_tot_ha=-1674.6827
Ti -0.4152 0.2329 0.4234 -1.09 -5.02 0.82
C -1.1634 -2.6917 2.6598 1.90 -1.36 -1.04
O -0.3526 -1.5661 2.2611 1.80 -0.87 0.72
C 0.9733 -1.7885 1.7393 -0.16 -3.41 2.99
C 1.7514 -0.7053 1.1506 0.85 -0.98 -0.36
N 1.1823 -0.3849 -0.1543 8.08 0.02 1.35
C 1.8822 0.8252 -0.6044 -0.77 -0.04 -2.93
C 1.2210 1.2850 -1.9962 0.90 0.16 0.71
O 1.5290 2.6302 -2.1383 0.70 0.68 -0.19
C 1.5605 3.1397 -3.4748 -0.92 0.44 0.82
H -2.1465 -2.4081 3.0356 0.32 0.25 0.54
H -0.6160 -3.3760 3.3080 -0.16 0.53 0.85
H -1.3311 -3.3757 1.8279 -0.22 0.27 -0.62
H 1.0448 -2.6668 1.0978 -0.64 -0.15 -0.39
H 1.5476 -2.1018 2.6112 0.31 -0.16 0.22
H 2.7089 -1.2074 1.0120 0.52 0.38 0.15
H 1.7888 0.1391 1.8388 1.01 -0.40 -0.73
H 1.2292 -1.1668 -0.7918 0.98 -0.17 -0.08
H 2.9353 0.5517 -0.6705 0.20 0.53 -0.46
H 1.7710 1.6615 0.0857 -0.09 -0.03 0.31
H 0.1323 1.2434 -2.0285 0.18 -0.54 0.17
H 1.5839 0.6528 -2.8066 0.39 -0.04 -0.26
H 0.5705 3.1375 -3.9310 -0.20 -1.11 -0.36
H 2.3418 2.6200 -4.0293 -0.11 0.44 -0.32
H 1.6103 4.2247 -3.3828 1.22 -0.06 0.09
C -1.9168 -0.5506 -1.0327 -4.83 1.05 -1.08
C -2.6004 -1.0491 0.2149 -1.21 -0.96 0.02
O -1.9589 -0.5196 1.3697 -4.54 0.67 -0.58
O -0.5663 -0.6972 -1.1016 -3.24 -5.37 -7.48
H -2.1140 0.5213 -1.0455 -0.73 -0.70 -0.58
H -2.5165 -0.8073 -1.9060 0.25 -1.13 -0.42
H -2.6939 -2.1292 0.3273 0.47 -0.24 -0.29
H -3.6381 -0.7154 0.2146 -0.12 0.29 -0.41
H -2.1411 -1.1543 2.0665 -0.04 0.82 0.06
H -0.2746 -0.9199 -1.9887 0.05 0.00 -0.32
O 0.0391 0.9396 1.8651 1.59 5.02 9.94
H 0.7135 1.5249 2.2097 0.81 1.78 0.42
H -0.3347 0.5211 2.6406 -0.61 -0.31 1.52
O -1.0485 1.6586 -0.3087 -2.51 6.80 -3.17
H -1.8905 2.1122 -0.2686 -1.48 0.93 0.02
H -0.3973 2.3600 -0.2993 1.14 1.98 0.32

=====

No. 2
76
Properties=species:S:1:pos:R:3:forces:R:3 method="wB97M-V/def2-TZVPD" de_lowest_ev=1.6485 homo_ev="-8.119 / -8.119" gap_ev="6.38 / 4.24" s2=0.783 multiplicity=2 e_tot_ha=-8069.2194
Tl 0.5503 -0.0677 0.1227 -0.90 0.33 -0.04
Cl -0.3462 3.0991 -6.2188 0.02 -0.11 0.11
C -0.0625 1.9720 -4.9564 -0.07 0.07 -0.23
C -0.0121 0.6258 -5.2680 0.04 -0.13 0.02
C 0.2317 -0.3066 -4.2779 0.05 -0.75 -0.39
I 0.3348 -2.3435 -4.6863 -0.06 0.47 0.00
C 0.4446 0.0777 -2.9205 0.11 -0.30 0.50
O 0.7249 -0.7586 -2.0339 -0.15 0.40 -0.58
C 0.3420 1.4978 -2.6079 -0.14 0.60 -0.01
N 0.4893 1.8471 -1.3205 0.15 -0.25 -0.12
C 0.4274 3.1203 -0.9785 0.02 0.26 0.13
C 0.2170 4.1330 -1.9219 0.00 -0.05 -0.12
C 0.0553 3.7994 -3.2400 -0.04 -0.08 -0.07
C 0.1058 2.4434 -3.6183 0.09 -0.02 0.40
H -0.1507 0.3013 -6.2894 -0.03 0.06 -0.01
H 0.5479 3.3682 0.0679 -0.05 -0.09 -0.09
H 0.1842 5.1611 -1.5923 -0.01 -0.01 0.03
H -0.1124 4.5543 -3.9951 -0.01 0.03 0.03
O 7.0432 0.4498 0.0515 0.16 -0.16 -0.03
C 5.7060 0.4260 0.0785 -0.46 0.07 0.04
C 4.9241 1.5446 0.3685 0.13 0.04 0.00
C 3.5542 1.4203 0.3434 -0.05 0.05 0.03
N 2.9391 0.2677 0.0588 0.15 -0.23 -0.21
C 3.6919 -0.8054 -0.1731 0.04 0.17 0.09
Br 2.7702 -2.4329 -0.4484 0.26 -0.05 0.02
C 5.0681 -0.7849 -0.1871 0.17 -0.08 -0.02
H 7.3794 1.3262 0.2657 -0.03 0.07 0.04
H 5.3722 2.4970 0.6210 0.00 0.00 0.00
H 2.9152 2.2640 0.5812 0.03 -0.01 0.03
H 5.6435 -1.6770 -0.3844 0.00 0.00 0.00
Cl -4.2566 -2.2482 0.8057 -0.05 -0.08 0.09
C -3.6514 -1.1089 -0.3802 0.79 0.98 0.56
Cl -3.5556 0.4614 2.0494 0.32 -0.23 0.56
Cl -4.0050 -1.8129 -1.9681 -0.17 0.12 -0.39
C -2.1158 -0.9270 -0.3529 -0.06 0.17 -0.12
O -1.2978 -1.8398 -0.3227 -0.09 -0.08 -0.02
O -1.8010 0.3211 -0.4345 0.29 -0.24 -0.06
C -3.0481 -4.9228 9.2813 -0.18 -0.10 0.03
C -2.6928 -3.9963 8.1546 0.37 0.35 -0.14
O -3.2164 -3.9651 7.0791 -0.12 -0.20 0.09
S -1.3130 -2.9192 8.6034 -0.02 0.04 -0.03
C -0.8738 -2.2462 7.0193 -0.09 -0.16 0.18
C 0.3756 -2.5641 6.4975 -0.06 0.02 -0.03
C 0.7105 -2.1457 5.2235 -0.08 0.06 0.00
C -0.2076 -1.4102 4.4708 -0.02 -0.09 0.14
C -1.4339 -1.0442 5.0246 -0.02 0.03 0.03
C -1.7681 -1.4642 6.3007 0.12 0.05 -0.05
C 0.1000 -1.0731 3.1187 0.20 0.00 -0.22
C 0.3900 -0.8589 1.9687 -0.03 -0.28 0.92
H -4.1251 -5.0829 9.3040 0.01 0.03 -0.01
H -2.6970 -4.5375 10.2365 -0.01 -0.02 0.03
H -2.5654 -5.8828 9.0917 0.03 0.01 0.01
H 1.0674 -3.1513 7.0868 0.00 -0.04 -0.03
H 1.6688 -2.3978 4.7904 0.00 -0.02 0.01
H -2.1170 -0.4336 4.4495 0.00 -0.04 -0.04
H -2.7213 -1.1947 6.7312 -0.03 -0.02 0.00
F 0.2937 1.9395 1.5571 0.10 0.23 0.19
Sb 0.6204 3.1467 3.0670 -0.03 -0.18 -0.33
F -0.5704 4.2959 2.1266 0.17 -0.09 0.20
F -0.7792 2.3224 4.0047 0.15 0.13 -0.07
F 0.9515 4.4218 4.4029 0.00 -0.16 -0.12
F 1.8758 1.8892 3.7081 -0.15 0.21 0.00
F 2.0257 3.8430 1.9569 -0.13 -0.02 0.03
C -5.9382 0.6670 0.1982 0.13 0.07 0.03
P -4.1322 0.8607 -0.0475 -1.23 -0.41 -1.08
C -4.2500 1.2517 -1.8897 -0.02 -0.04 0.27
C -3.7558 2.6287 0.3864 0.28 -0.12 -0.01
H -6.4525 1.5957 -0.0547 0.06 0.00 -0.03
H -6.1742 0.3962 1.2232 0.03 -0.01 0.00
H -6.2859 -0.1213 -0.4704 -0.03 0.01 0.00
H -4.8043 2.1887 -1.9642 0.03 -0.04 -0.01
H -4.8006 0.4920 -2.4290 0.03 -0.03 -0.13
H -3.2655 1.3876 -2.3367 0.03 -0.03 0.00
H -3.9526 3.3041 -0.4463 0.00 -0.08 0.00
H -2.7152 2.7121 0.6935 0.02 0.02 0.04
H -4.3774 2.8944 1.2395 0.05 -0.02 0.01

=====

No. 3
82
Properties=species:S:1:pos:R:3:forces:R:3 method="wB97M-V/def2-TZVPD" homo_ev=-9.679 gap_ev=8.55 e_tot_ha=-2179.6940
C 1.6127 0.4268 3.0276 0.36 -0.84 0.65
C 2.1954 1.3177 1.7794 -0.62 -0.01 -0.03
N 1.7364 0.6791 0.4867 -0.34 -0.54 0.94
C 1.8639 2.9255 1.6917 0.22 -0.13 -1.02
C 2.6193 3.5467 3.0044 1.30 0.56 0.31
C 1.8203 3.7622 4.4142 -1.04 -0.17 0.40
C 0.2071 3.4851 4.3663 -0.05 -0.26 1.53
O -0.5493 4.3322 3.4306 1.89 -0.02 -0.21
C 3.4478 4.9826 2.8571 0.78 -0.17 -0.05
C 4.2602 5.1341 1.4397 -0.56 0.96 0.07
C 3.3834 6.0413 0.3458 0.29 -0.19 -6.89
O 3.6171 5.9996 -0.9929 -1.26 0.28 9.19
O 2.2865 6.9723 0.7571 1.27 -3.44 0.21
N 3.7863 2.5517 3.1732 0.09 -2.59 -0.77
C 3.7928 1.4185 2.1323 2.23 -1.99 -1.68
O 4.8099 0.6811 1.6763 -6.29 4.81 3.31
H 1.6089 0.9684 4.0649 -0.01 -0.94 -2.03
H 2.3556 -0.4998 3.1452 -1.55 1.91 -0.28
H 0.5467 -0.0507 2.8278 2.17 1.40 0.24
H 1.7746 -0.3802 0.5592 0.07 1.79 0.05
H 0.7095 0.8992 0.3270 1.72 -0.27 0.44
H 0.7511 3.2529 1.4441 2.14 -1.03 1.18
H 2.3969 3.2118 0.6632 -0.74 -0.35 2.35
H 2.2673 3.0662 5.2493 -0.85 1.24 -1.63
H 1.9564 4.8748 4.8226 -0.22 -2.43 -1.07
H -0.2052 3.7533 5.4546 0.89 -0.52 -2.33
H -0.0810 2.3376 4.2194 0.78 2.53 -0.08
H 0.0591 4.8235 2.7982 -0.97 -1.17 1.45
H 4.2677 4.9516 3.7241 -1.91 -0.03 -1.85
H 2.7772 5.9162 3.0930 1.20 -1.78 -0.73
H 4.5540 4.0808 0.9858 -0.79 2.40 0.75
H 5.2642 5.7376 1.6044 -2.14 -1.18 -0.37
H 1.5610 6.4244 1.2133 1.76 1.09 -0.82
H 3.8120 2.0454 4.1002 0.13 1.10 -1.21
C -2.0910 -2.9722 -5.7664 0.23 0.12 0.22
C -1.4163 -3.1477 -6.9742 0.36 0.10 0.12
C -0.0527 -2.8619 -7.0602 -0.31 -0.07 0.00
C 0.6363 -2.3874 -5.9375 -0.56 -0.18 -0.27
C -0.0438 -2.1887 -4.7366 -0.55 -0.20 -0.23
C -1.4084 -2.4928 -4.6475 -0.12 -0.09 -0.26
C 0.6618 -1.6417 -3.5597 -0.50 0.18 0.99
O 0.0659 -1.4702 -2.5034 0.21 -0.10 -0.37
C 2.0925 -1.2964 -3.6767 0.52 0.26 0.29
C 2.7595 -0.7230 -2.5862 0.27 -0.01 -0.03
C 4.1160 -0.4057 -2.6841 -0.33 -0.11 -0.03
C 4.8108 -0.6679 -3.8645 -0.30 -0.15 -0.20
C 4.1475 -1.2339 -4.9543 0.11 0.12 0.23
C 2.7831 -1.5396 -4.8630 0.55 0.21 0.20
C 2.0823 -2.1048 -6.0330 0.81 -0.25 -1.28
O 2.6910 -2.3313 -7.0723 -0.40 0.13 0.64
H -3.1517 -3.2037 -5.6968 0.20 0.06 0.02
H -1.9511 -3.5093 -7.8496 0.12 0.06 0.16
H 0.4687 -3.0062 -8.0051 0.03 0.08 0.33
H -1.9429 -2.3532 -3.7095 0.24 0.04 -0.19
H 2.2252 -0.5179 -1.6599 0.08 -0.03 -0.36
H 4.6307 0.0443 -1.8379 -0.15 -0.09 -0.11
H 5.8692 -0.4276 -3.9386 -0.21 -0.05 0.00
H 4.6953 -1.4313 -5.8743 -0.30 -0.01 0.15
C -0.8824 -2.3002 1.8332 -0.45 -0.06 0.07
C -0.9552 -2.2742 0.4407 -0.25 -0.02 -0.03
C -2.1929 -2.3785 -0.1960 0.25 0.02 0.09
C -3.3614 -2.5217 0.5622 0.67 0.04 0.00
C -3.2860 -2.5724 1.9535 0.61 0.09 0.00
C -2.0446 -2.4498 2.5912 0.24 0.03 -0.14
C -4.5064 -2.7729 2.7614 0.12 -0.04 1.45
O -4.4415 -2.8140 3.9838 -0.04 0.03 -0.70
C -5.8038 -2.9317 2.0748 -0.66 -0.13 0.02
C -6.9604 -3.1802 2.8255 -0.31 -0.03 -0.15
C -8.1937 -3.3185 2.1851 0.40 0.07 0.08
C -8.2771 -3.2000 0.7981 0.36 0.06 -0.10
C -7.1257 -2.9581 0.0473 -0.26 -0.07 0.18
C -5.8851 -2.8334 0.6866 -0.65 -0.09 0.02
C -4.6680 -2.6133 -0.1192 -0.06 0.11 -1.50
O -4.7397 -2.5137 -1.3387 0.04 -0.07 0.73
H 0.0812 -2.2097 2.3297 -0.18 -0.08 -0.07
H -0.0480 -2.1704 -0.1505 -0.25 -0.01 0.00
H -2.2426 -2.3522 -1.2833 -0.08 0.03 0.32
H -1.9795 -2.4748 3.6776 -0.21 -0.04 -0.25
H -6.9045 -3.2710 3.9091 0.17 0.07 -0.29
H -9.0897 -3.5166 2.7695 0.19 0.04 -0.09
H -9.2388 -3.3004 0.2996 0.19 0.02 0.08
H -7.1978 -2.8716 -1.0356 0.20 0.00 0.27

=====

No. 4
19
Properties=species:S:1:pos:R:3:forces:R:3 method="wB97M-V/def2-TZVPD" de_lowest_ev=3.1687 homo_ev=-8.447 gap_ev=9.34 e_tot_ha=-310.9428
C -2.5846 -0.5472 0.1792 0.16 0.13 -0.07
C -1.2563 -0.3125 -0.5135 -0.17 1.30 -0.39
C 0.1451 -0.2286 0.4528 -0.25 -2.10 0.58
C 1.5203 -0.4889 -0.1431 -0.04 -0.11 -0.06
C 2.5870 0.5548 0.1882 -0.06 0.04 0.00
C -0.7950 1.0736 -0.4942 -1.48 0.58 -1.36
O -1.3028 1.9511 0.2126 0.30 0.21 -0.24
H -3.3239 -0.7936 -0.5922 0.13 0.06 0.14
H -2.6361 -1.3299 0.9488 0.29 0.14 -0.22
H -2.8302 0.4255 0.6186 -0.22 -0.28 0.10
H -0.3696 -1.1779 0.5343 1.05 -1.29 1.42
H -0.9818 -0.9914 -1.3352 -0.03 0.57 0.32
H 0.0650 0.1959 1.4536 -0.07 0.39 -0.50
H 1.4277 -0.5804 -1.2336 0.02 -0.03 0.15
H 1.8296 -1.4728 0.2300 0.24 0.16 -0.17
H 3.5527 0.2533 -0.2335 -0.18 0.07 0.07
H 2.7166 0.6659 1.2707 -0.06 -0.03 -0.16
H 2.3283 1.5363 -0.2225 0.01 -0.12 0.08
H -0.0919 1.2669 -1.3212 0.33 0.31 0.31

=====

No. 5
14
Properties=species:S:1:pos:R:3:forces:R:3 method="wB97M-V/def2-TZVPD" de_lowest_ev=3.4985 homo_ev=-7.803 gap_ev=7.69 e_tot_ha=-2039.9900
C -2.0390 0.5991 -1.2712 -0.65 -2.48 -1.50
C -1.5076 0.4038 0.1156 -2.18 -3.13 -0.36
Si -1.6976 -0.9593 1.2020 -0.20 0.52 -0.78
Si 3.2803 0.0640 0.3415 1.12 -1.29 1.29
Cl 4.9510 -0.9046 -0.2753 0.29 -0.08 -0.20
Cl 3.5268 1.9996 0.1743 0.27 1.68 -0.01
Cl 1.7169 -0.4997 -0.6557 -1.73 -0.64 -1.53
H -1.6045 -0.0304 -2.0982 0.34 0.17 0.88
H -3.1058 0.2862 -1.4153 0.66 0.44 0.70
H -1.9677 1.5558 -1.7059 0.21 1.54 0.10
H -0.7816 1.0015 0.4940 1.55 2.74 1.12
H 3.0099 -0.4283 1.6825 0.18 0.32 0.38
H -1.9013 -0.7116 2.6599 0.64 -0.20 -0.30
H -1.8796 -2.3762 0.7517 -0.50 0.40 0.19

=====

No. 6
22
Properties=species:S:1:pos:R:3:forces:R:3 method="wB97M-V/def2-TZVPD" de_lowest_ev=2.4346 homo_ev=-8.053 gap_ev=8.92 e_tot_ha=-706.5007
C -1.2489 0.1098 -0.9992 0.06 -0.41 3.10
N -1.4057 0.3602 0.5016 -1.63 0.52 0.13
C -0.6002 1.2409 1.4713 2.49 -2.37 -5.26
C 0.2028 0.2504 2.3403 -0.27 1.82 3.15
S 1.4610 1.2497 3.4204 -0.78 -0.84 -0.81
C 0.1902 -0.4699 -1.1474 0.53 1.45 1.68
N 1.0486 0.6468 -1.5472 1.17 -1.46 0.74
C 0.1507 -1.6919 -2.0381 -1.05 -0.38 -0.79
H -2.0598 -0.6865 -1.1685 1.26 1.29 -0.17
H -1.4735 1.0414 -1.5639 0.31 -0.72 0.14
H -1.5034 -0.5771 0.8710 -0.03 0.32 0.38
H -1.2286 1.9565 1.9245 -0.64 0.34 1.19
H 0.1096 1.8430 0.7742 -0.86 -0.92 1.34
H -0.4792 -0.1374 3.1248 0.20 -0.03 -0.56
H 0.8121 -0.6106 2.0345 -0.62 0.67 -0.94
H 0.6086 -0.5352 -0.0135 -1.27 -1.41 -2.77
H 2.4256 0.5785 2.8018 0.58 0.24 0.14
H 0.5677 1.2995 -2.0806 -0.29 1.23 -1.59
H 1.9939 0.3702 -1.8303 -0.81 0.48 -0.19
H 1.0364 -1.9265 -2.5593 1.42 0.53 -0.95
H 0.0857 -2.6154 -1.5106 -0.79 -0.66 1.00
H -0.6933 -1.6964 -2.8058 1.03 0.30 1.01